C52H50MgN10O3Te as an isolated structure at a distorted geometry. Source: the Open Molecules 2025 dataset; level of theory: ωB97M-V/def2-TZVPD.

CARTESIAN COORDINATES (ANGSTROEM)
Mg (13.4944, 13.0039, 18.3705)
C (14.2354, 18.7979, 22.8010)
C (13.6117, 17.5944, 22.1800)
C (12.3200, 17.6678, 21.5814)
C (11.6992, 16.6040, 20.9911)
C (12.4946, 15.4394, 20.7541)
N (12.2213, 14.5861, 19.7578)
C (10.8583, 14.3723, 19.5259)
C (10.1442, 13.7515, 20.5366)
C (8.7988, 13.9192, 20.5942)
C (8.1305, 14.4928, 19.4754)
C (6.6481, 14.5386, 19.4827)
C (8.8120, 14.9537, 18.3748)
C (10.1691, 14.7431, 18.3279)
N (10.8785, 14.9917, 17.2061)
C (10.5127, 15.5668, 16.0075)
C (11.6323, 15.6902, 15.1954)
C (12.6800, 15.0677, 15.9771)
N (12.1959, 14.6387, 17.1676)
C (13.7598, 15.3066, 21.4586)
C (14.3437, 16.4171, 22.0308)
N (14.5927, 14.1734, 21.3716)
C (15.4873, 13.7765, 22.3636)
C (16.2979, 12.7459, 21.9117)
C (15.8713, 12.5298, 20.5764)
N (14.8280, 13.3535, 20.2323)
H (13.6202, 19.7126, 22.6892)
H (14.4138, 18.6500, 23.9287)
H (15.2147, 18.9538, 22.3717)
H (11.7871, 18.6134, 21.5566)
H (10.7140, 16.7384, 20.5625)
H (10.5748, 13.1953, 21.3577)
H (8.2194, 13.5556, 21.4725)
H (6.1932, 14.2853, 20.4271)
H (6.2778, 15.5292, 19.1323)
H (6.2779, 13.7788, 18.7521)
H (8.1589, 15.4045, 17.6022)
H (9.4825, 15.8024, 15.7754)
H (11.6875, 16.2038, 14.2435)
H (13.7105, 14.8566, 15.6967)
H (15.4110, 16.4441, 22.2918)
H (15.5222, 14.2949, 23.3072)
H (17.0561, 12.1290, 22.4043)
H (16.2641, 11.8493, 19.8797)
C (14.5525, 11.4114, 8.2579)
C (14.3992, 11.6128, 9.7351)
C (15.5053, 11.3712, 10.5587)
C (15.3507, 11.3173, 11.9493)
C (16.6102, 11.0900, 12.8045)
C (14.0800, 11.4432, 12.5650)
Te (13.9873, 11.2081, 14.8152)
N (12.6018, 11.4226, 16.7067)
C (11.6306, 10.8137, 16.0776)
O (11.7458, 10.4921, 14.7876)
C (10.3336, 10.4171, 16.7260)
C (9.3886, 9.6928, 15.9851)
C (8.1194, 9.3485, 16.5128)
C (7.7030, 9.8310, 17.7536)
C (8.6749, 10.5305, 18.5263)
C (9.9471, 10.7996, 18.0218)
C (14.5635, 9.0775, 15.0404)
C (13.9781, 8.0867, 14.2898)
C (14.2166, 6.7429, 14.5384)
C (15.2652, 6.3980, 15.4421)
C (15.9087, 7.4029, 16.1490)
C (15.5544, 8.7443, 15.9557)
C (16.3230, 9.8248, 16.6775)
C (13.0206, 11.8944, 11.7301)
C (11.7415, 12.5352, 12.2282)
C (13.1671, 11.9083, 10.3495)
H (15.3835, 10.7476, 8.0055)
H (14.6721, 12.3333, 7.7045)
H (13.6155, 10.9577, 7.8599)
H (16.4984, 11.2369, 10.1594)
H (17.4593, 11.0058, 12.1146)
H (16.5648, 10.1197, 13.3081)
H (16.8454, 11.9357, 13.4533)
H (9.6135, 9.4565, 14.9601)
H (7.4756, 8.9084, 15.7936)
H (6.6914, 9.6824, 18.1224)
H (8.4363, 10.8424, 19.5621)
H (10.7101, 11.2379, 18.6735)
H (13.2147, 8.3810, 13.5671)
H (13.5271, 5.9859, 14.1730)
H (15.5048, 5.3559, 15.5680)
H (16.6209, 7.1499, 16.9528)
H (16.7977, 9.4197, 17.5795)
H (15.6368, 10.6254, 17.0969)
H (17.0800, 10.2953, 15.9853)
H (11.9120, 13.5782, 12.3145)
H (11.4393, 12.1578, 13.2020)
H (10.9510, 12.4495, 11.4383)
H (12.3578, 12.2633, 9.7043)
O (14.0470, 10.5733, 19.4215)
C (12.9565, 10.8425, 20.0185)
O (12.2746, 11.8935, 19.7765)
C (12.4826, 9.8456, 21.0537)
C (13.0427, 8.5640, 21.0651)
C (12.6059, 7.5577, 21.9330)
C (11.6735, 7.8109, 22.9204)
C (11.0197, 9.0481, 22.8084)
C (11.4049, 10.0348, 21.9292)
H (13.7744, 8.3594, 20.3088)
H (13.0260, 6.5663, 21.7588)
H (11.4900, 7.1185, 23.7451)
H (10.2610, 9.2742, 23.5055)
H (10.7288, 10.9256, 21.8992)
N (16.8345, 16.1249, 17.2029)
C (17.5998, 15.2813, 16.4598)
N (18.6974, 15.8374, 15.8310)
N (17.3941, 13.9708, 16.3562)
C (16.2176, 13.5591, 16.7108)
N (15.1038, 13.1863, 16.9139)
H (17.1378, 17.0362, 17.4735)
H (15.9745, 15.7536, 17.5814)
H (18.4908, 16.7586, 15.4222)
H (19.1805, 15.1599, 15.2267)

Output
Total charge: -1
Orbital gap (alpha / beta): 3.8 / 5.3 eV
Multiplicity: 2
HOMO energy (alpha / beta): -2.3 / -3.8 eV

C52H51BiN3O2P2S2SbSe4Te as an isolated structure. Source: the Open Molecules 2025 dataset; level of theory: ωB97M-V/def2-TZVPD.

CARTESIAN COORDINATES (ANGSTROEM)
Bi (-0.9660, -0.1185, 1.8869)
Se (3.0435, 3.9238, 4.4328)
Sb (2.1721, 1.6453, 4.8017)
Se (-1.7308, -0.3062, 4.2923)
Se (1.2483, 1.2276, 2.1466)
Se (4.1193, 0.1124, 4.7894)
C (4.9807, 4.4567, 1.0783)
S (4.8936, 3.9299, -0.6481)
C (4.6326, 2.1590, -0.3533)
C (4.3635, 1.4457, -1.6709)
C (2.9388, 1.6162, -2.1791)
N (1.9401, 0.9571, -1.3322)
P (1.7436, -0.7406, -1.1184)
C (3.3119, -1.4875, -0.5135)
C (3.9627, -0.9578, 0.6009)
C (5.0241, -1.6293, 1.1913)
C (5.4281, -2.8618, 0.6986)
C (4.7769, -3.4131, -0.3959)
C (3.7277, -2.7324, -0.9973)
C (1.8081, -1.3424, -2.8787)
C (2.9628, -1.2612, -3.6629)
C (2.9330, -1.5728, -5.0136)
C (1.7482, -1.9983, -5.6031)
C (0.6026, -2.1114, -4.8324)
C (0.6325, -1.7775, -3.4841)
P (0.3267, 1.5696, -1.1152)
C (-0.4267, 1.3617, -2.7926)
C (0.1174, 1.8328, -3.9905)
C (-0.4989, 1.5646, -5.2009)
C (-1.6877, 0.8407, -5.2331)
C (-2.2462, 0.3802, -4.0526)
C (-1.6118, 0.6350, -2.8404)
C (0.5260, 3.3910, -1.0909)
C (-0.3422, 4.2374, -1.7850)
C (-0.2626, 5.6131, -1.6243)
C (0.6845, 6.1633, -0.7685)
C (1.5271, 5.3298, -0.0488)
C (1.4381, 3.9534, -0.1967)
H (5.1024, 5.5390, 1.0909)
H (5.8286, 3.9921, 1.5780)
H (4.0753, 4.1908, 1.6248)
H (3.7963, 2.0355, 0.3396)
H (5.5269, 1.7630, 0.1291)
H (4.5802, 0.3838, -1.5447)
H (5.0456, 1.8260, -2.4391)
H (2.8759, 1.2406, -3.2067)
H (2.6938, 2.6812, -2.2023)
H (3.6132, -0.0363, 1.0513)
H (5.4777, -1.1933, 2.0719)
H (6.2338, -3.4008, 1.1814)
H (5.0770, -4.3796, -0.7838)
H (3.2487, -3.1668, -1.8677)
H (3.9026, -0.9790, -3.2043)
H (3.8349, -1.4820, -5.6065)
H (1.7234, -2.2462, -6.6573)
H (-0.3241, -2.4529, -5.2770)
H (-0.2781, -1.8515, -2.8981)
H (1.0262, 2.4206, -3.9737)
H (-0.0568, 1.9208, -6.1232)
H (-2.1722, 0.6364, -6.1801)
H (-3.1669, -0.1892, -4.0684)
H (-2.0285, 0.2430, -1.9180)
H (-1.0865, 3.8218, -2.4525)
H (-0.9472, 6.2558, -2.1647)
H (0.7579, 7.2383, -0.6572)
H (2.2559, 5.7412, 0.6375)
H (2.0573, 3.3024, 0.4104)
O (-5.4986, 5.8311, 2.3380)
C (-4.2252, 5.8527, 1.7119)
C (-3.5560, 4.5023, 1.6490)
C (-2.1794, 4.4009, 1.5633)
C (-1.6041, 3.1421, 1.5298)
N (-2.3158, 2.0205, 1.5780)
C (-3.6510, 2.0991, 1.6537)
C (-4.2964, 3.3271, 1.6836)
C (-4.4273, 0.8174, 1.7562)
C (-5.7907, 0.7988, 2.0289)
C (-6.4272, -0.4226, 2.1919)
C (-7.9010, -0.4797, 2.5016)
O (-8.3048, 0.4902, 3.4590)
C (-5.6727, -1.5817, 2.0834)
C (-4.3221, -1.4730, 1.7967)
N (-3.7278, -0.3026, 1.6235)
H (-5.3838, 5.4647, 3.2225)
H (-3.5546, 6.5582, 2.2122)
H (-4.4001, 6.2245, 0.7005)
H (-1.5404, 5.2745, 1.5522)
H (-0.5254, 3.0097, 1.5026)
H (-5.3727, 3.3849, 1.7363)
H (-6.3619, 1.7076, 2.1454)
H (-8.1626, -1.4910, 2.8317)
H (-8.4851, -0.2644, 1.6046)
H (-7.7081, 0.4206, 4.2133)
H (-6.1218, -2.5541, 2.2415)
H (-3.6803, -2.3434, 1.7197)
S (-1.9555, -2.8245, -0.8584)
Te (0.1523, -3.4638, -0.2725)
C (-0.1682, -5.5815, -0.1863)
C (0.9299, -6.3873, 0.0934)
C (0.7715, -7.7613, 0.1941)
C (-0.4833, -8.3287, 0.0114)
C (-1.5722, -7.5209, -0.2839)
C (-1.4149, -6.1435, -0.3915)
C (0.2391, -3.3848, 1.8399)
C (1.2931, -2.6920, 2.4262)
C (1.4296, -2.6929, 3.8101)
C (0.5118, -3.3830, 4.5818)
C (-0.5435, -4.0698, 3.9875)
C (-0.6854, -4.0796, 2.6118)
H (1.9070, -5.9428, 0.2522)
H (1.6247, -8.3870, 0.4233)
H (-0.6118, -9.4002, 0.1010)
H (-2.5519, -7.9612, -0.4234)
H (-2.2520, -5.4952, -0.6283)
H (2.0007, -2.1254, 1.8322)
H (2.2435, -2.1274, 4.2553)
H (0.6035, -3.3638, 5.6594)
H (-1.2724, -4.5847, 4.6003)
H (-1.5133, -4.6032, 2.1481)

Output
Total charge: -2
Orbital gap: 4.0 eV
Multiplicity: 1
HOMO energy: -0.7 eV

C52H52AsBaF6N7O2Si as an isolated structure at a distorted geometry. Source: the Open Molecules 2025 dataset; level of theory: ωB97M-V/def2-TZVPD.

CARTESIAN COORDINATES (ANGSTROEM)
Ba (0.5658, -0.2662, 0.5295)
C (4.8770, -2.0725, -4.2257)
C (5.4518, -1.4649, -3.0398)
C (4.7724, -0.5415, -2.3391)
C (3.4507, -0.0753, -2.7338)
C (2.8711, -0.5999, -4.0414)
C (3.6843, -1.6870, -4.6758)
C (2.7663, 0.7841, -1.9496)
C (3.3463, 1.3264, -0.6780)
C (4.4670, 2.2054, -0.5322)
C (4.5123, 2.5430, 0.7968)
C (3.4004, 1.8923, 1.4297)
C (2.9927, 1.9928, 2.7658)
C (3.9680, 2.6021, 3.7061)
C (5.2332, 2.0353, 3.8602)
C (6.1427, 2.5804, 4.7503)
C (5.8067, 3.7056, 5.4883)
C (4.5553, 4.2806, 5.3359)
C (3.6394, 3.7294, 4.4556)
C (1.7625, 1.5827, 3.3429)
N (0.6531, 1.2350, 2.6509)
C (-0.3452, 0.9676, 3.5233)
C (-1.7039, 0.8080, 3.1400)
C (-2.6925, 0.4581, 4.1766)
C (-2.9742, 1.3122, 5.2420)
C (-3.9410, 0.9798, 6.1771)
C (-4.6423, -0.2115, 6.0594)
C (-4.3689, -1.0655, 5.0024)
C (-3.4032, -0.7323, 4.0681)
C (-2.2597, 1.1494, 1.8571)
C (-3.5927, 1.6694, 1.6518)
C (-3.6254, 2.1525, 0.3751)
C (-2.3311, 1.8925, -0.2045)
N (-1.5582, 1.2720, 0.7241)
C (-1.8776, 2.2766, -1.4818)
C (-0.6204, 2.0694, -2.0697)
C (-0.1562, 2.5871, -3.3193)
C (1.1418, 2.1600, -3.4743)
C (1.4330, 1.3625, -2.3286)
N (0.3894, 1.3125, -1.5175)
C (-2.8616, 3.0106, -2.3227)
C (-3.8532, 2.3013, -2.9961)
C (-4.7742, 2.9639, -3.7906)
C (-4.7129, 4.3434, -3.9201)
C (-3.7307, 5.0539, -3.2509)
C (-2.8103, 4.3919, -2.4553)
C (0.1755, 1.0751, 4.8672)
C (1.4721, 1.4834, 4.7520)
N (2.7357, 1.1541, 0.4745)
H (5.4163, -2.8683, -4.7220)
H (6.4169, -1.8071, -2.6933)
H (5.1770, -0.1523, -1.4145)
H (2.8432, 0.2431, -4.7563)
H (3.2401, -2.1613, -5.5421)
H (5.1222, 2.5321, -1.3230)
H (5.2093, 3.2099, 1.2746)
H (5.4833, 1.1558, 3.2845)
H (7.1140, 2.1201, 4.8710)
H (6.5194, 4.1339, 6.1817)
H (4.2879, 5.1620, 5.9052)
H (2.6582, 4.1695, 4.3354)
H (-2.4394, 2.2491, 5.3193)
H (-4.1520, 1.6582, 6.9934)
H (-5.3982, -0.4721, 6.7892)
H (-4.9072, -2.0000, 4.9051)
H (-3.1725, -1.4055, 3.2522)
H (-4.3743, 1.7139, 2.3915)
H (-4.4460, 2.6562, -0.1091)
H (-0.7136, 3.2220, -3.9880)
H (1.8215, 2.3934, -4.2769)
H (-3.8902, 1.2248, -2.8884)
H (-5.5390, 2.4018, -4.3104)
H (-5.4297, 4.8633, -4.5425)
H (-3.6801, 6.1297, -3.3471)
H (-2.0416, 4.9412, -1.9292)
H (-0.3629, 0.8891, 5.7802)
H (2.1599, 1.6773, 5.5578)
O (-0.1005, -2.3270, 3.1539)
H (0.5731, -2.8410, 2.6855)
H (0.4116, -1.6408, 3.6029)
C (0.7351, -0.1588, -6.4804)
Si (0.3956, -1.2803, -5.0017)
C (0.4169, -3.0835, -5.5634)
C (-1.2182, -0.8706, -4.1486)
O (1.5544, -1.0540, -3.8332)
H (-0.0512, -0.2991, -7.2231)
H (1.6849, -0.3832, -6.9623)
H (0.7332, 0.8870, -6.1850)
H (-0.5324, -3.3487, -6.0275)
H (0.5652, -3.7430, -4.7106)
H (1.2071, -3.2871, -6.2843)
H (-1.6536, 0.0539, -4.5277)
H (-1.0028, -0.7096, -3.0947)
H (-1.9563, -1.6661, -4.2267)
F (2.0838, -1.8656, -0.2204)
As (3.1848, -2.7251, 0.9437)
F (3.7155, -3.7165, -0.3730)
F (4.4069, -1.5507, 0.6332)
F (4.1392, -3.5991, 2.0946)
F (2.5084, -1.6601, 2.1805)
F (1.7977, -3.8151, 1.2428)
C (-1.1671, -5.3049, 0.8662)
N (-2.3707, -4.6415, 0.4115)
C (-3.1686, -5.4741, -0.4694)
C (-2.2568, -3.2841, 0.0736)
N (-1.1465, -2.6598, -0.0595)
N (-3.4685, -2.6457, -0.0450)
C (-3.5040, -1.2522, -0.4279)
C (-4.5843, -3.0254, 0.7923)
H (-1.4478, -6.2530, 1.3270)
H (-0.6644, -4.6942, 1.6142)
H (-0.4597, -5.5173, 0.0514)
H (-2.5732, -5.8406, -1.3179)
H (-4.0116, -4.9135, -0.8618)
H (-3.5484, -6.3382, 0.0809)
H (-0.3650, -3.3103, -0.0212)
H (-2.6767, -1.0273, -1.0842)
H (-3.4522, -0.5943, 0.4463)
H (-4.4437, -1.0561, -0.9517)
H (-4.4009, -3.9877, 1.2613)
H (-5.5056, -3.0830, 0.2032)
H (-4.7369, -2.2783, 1.5818)

Output
Total charge: -1
Orbital gap (alpha / beta): 5.4 / 5.6 eV
Multiplicity: 2
HOMO energy (alpha / beta): -3.5 / -4.5 eV

C52H52I2N7O3PRu as an isolated structure at a distorted geometry. Source: the Open Molecules 2025 dataset; level of theory: ωB97M-V/def2-TZVPD.

CARTESIAN COORDINATES (ANGSTROEM)
Ru (0.3865, -0.0108, -0.1791)
I (0.5424, 5.7228, 5.1463)
C (0.8164, 4.1369, 3.7861)
C (1.8230, 4.2208, 2.8333)
C (2.0013, 3.1588, 1.9783)
I (3.4204, 3.1727, 0.4388)
C (1.2685, 1.9516, 2.0823)
O (1.5744, 0.9196, 1.3779)
C (0.2163, 1.9342, 3.0338)
C (-0.6169, 0.6907, 3.1140)
N (-1.2095, 0.3245, 1.8186)
C (-2.1525, -0.7732, 1.9875)
C (-2.3493, -1.6291, 0.7671)
C (-3.3286, -2.6203, 0.7828)
C (-3.4822, -3.4385, -0.3204)
C (-2.6584, -3.2344, -1.4197)
C (-1.7154, -2.2272, -1.3539)
N (-1.5605, -1.4466, -0.2822)
C (-0.0053, 3.0202, 3.8575)
H (2.4496, 5.0980, 2.7674)
H (-1.4021, 0.8317, 3.8697)
H (0.0065, -0.1566, 3.4232)
H (-1.6784, 1.1339, 1.4129)
H (-3.1319, -0.4125, 2.3311)
H (-1.7594, -1.4371, 2.7659)
H (-3.9554, -2.7437, 1.6549)
H (-4.2313, -4.2177, -0.3273)
H (-2.7412, -3.8459, -2.3057)
H (-1.0622, -2.0196, -2.1927)
H (-0.8097, 2.9946, 4.5812)
C (4.4581, -4.0402, 3.2624)
N (3.7717, -2.8968, 2.6950)
N (2.4321, -2.9970, 2.3663)
C (2.1495, -2.1082, 1.3400)
O (1.0053, -2.0147, 0.8432)
C (3.3776, -1.4603, 1.0411)
C (4.3379, -1.9925, 1.8519)
C (5.7976, -1.7311, 1.8602)
C (1.4625, -3.4899, 3.2673)
C (1.6424, -3.3856, 4.6435)
C (0.6441, -3.8166, 5.5012)
C (-0.5410, -4.3296, 4.9983)
C (-0.7161, -4.4330, 3.6267)
C (0.2827, -4.0260, 2.7577)
H (3.7222, -4.7801, 3.5650)
H (5.0388, -3.7457, 4.1356)
H (5.1242, -4.4999, 2.5293)
H (3.4906, -0.6588, 0.3368)
H (6.0016, -0.8017, 1.3368)
H (6.3346, -2.5318, 1.3487)
H (6.1843, -1.6601, 2.8747)
H (2.5454, -2.9513, 5.0494)
H (0.7918, -3.7385, 6.5688)
H (-1.3223, -4.6467, 5.6741)
H (-1.6336, -4.8443, 3.2284)
H (0.1480, -4.1069, 1.6905)
N (-0.3897, 1.3847, -1.3840)
P (-1.3165, 2.2381, -2.2910)
C (-0.7785, 3.9681, -2.4029)
C (-0.7731, 4.6791, -1.2039)
C (-0.3410, 5.9929, -1.1821)
C (0.1071, 6.5909, -2.3527)
C (0.1135, 5.8796, -3.5430)
C (-0.3282, 4.5657, -3.5725)
C (-3.0531, 2.3496, -1.7256)
C (-3.8456, 3.4664, -1.9676)
C (-5.1791, 3.4578, -1.5906)
C (-5.7215, 2.3449, -0.9657)
C (-4.9311, 1.2310, -0.7217)
C (-3.5995, 1.2337, -1.1036)
C (-1.4972, 1.5905, -3.9848)
C (-2.3659, 2.2029, -4.8822)
C (-2.5443, 1.6639, -6.1445)
C (-1.8572, 0.5152, -6.5123)
C (-0.9939, -0.0981, -5.6167)
C (-0.8197, 0.4343, -4.3489)
H (-1.1155, 4.1881, -0.3004)
H (-0.3584, 6.5559, -0.2591)
H (0.4477, 7.6169, -2.3386)
H (0.4614, 6.3501, -4.4528)
H (-0.3299, 4.0077, -4.5000)
H (-3.4219, 4.3435, -2.4391)
H (-5.7979, 4.3217, -1.7898)
H (-6.7612, 2.3465, -0.6692)
H (-5.3548, 0.3568, -0.2444)
H (-2.9603, 0.3795, -0.9240)
H (-2.9015, 3.0958, -4.5888)
H (-3.2226, 2.1379, -6.8402)
H (-2.0011, 0.0947, -7.4978)
H (-0.4579, -0.9924, -5.9056)
H (-0.1635, -0.0373, -3.6252)
C (3.3112, 2.7853, -7.3526)
C (4.0881, 2.6793, -6.0455)
N (3.3546, 1.9087, -5.0467)
C (2.2549, 2.5792, -4.3785)
C (2.7379, 3.5173, -3.2652)
C (3.7949, 0.6663, -4.7501)
O (4.7923, 0.1675, -5.2459)
C (2.9626, -0.1996, -3.8382)
C (2.6429, -1.4622, -4.3334)
C (1.9652, -2.3555, -3.5216)
C (1.6337, -1.9606, -2.2387)
N (1.9352, -0.7524, -1.7608)
C (2.6020, 0.1061, -2.5334)
H (3.8809, 3.3601, -8.0789)
H (2.3511, 3.2789, -7.2085)
H (3.1322, 1.7931, -7.7628)
H (4.3047, 3.6675, -5.6351)
H (5.0280, 2.1576, -6.2150)
H (1.5746, 1.8343, -3.9673)
H (1.6917, 3.1448, -5.1234)
H (3.6379, 3.1207, -2.7964)
H (1.9680, 3.6168, -2.5030)
H (2.9688, 4.5117, -3.6411)
H (2.9482, -1.7281, -5.3356)
H (1.7146, -3.3465, -3.8671)
H (1.1380, -2.6295, -1.5454)
H (2.8557, 1.0539, -2.0730)

Output
Total charge: +1
Orbital gap (alpha / beta): 6.6 / 6.6 eV
Multiplicity: 2
HOMO energy (alpha / beta): -9.5 / -9.5 eV

- Among the records above, which one has the lowest total charge?
  C52H51BiN3O2P2S2SbSe4Te